1.
{
  "formula": "C8H13NORu",
  "method": "ωB97M-V/def2-TZVPD",
  "homo_ha": [-0.014, -0.110],
  "charge": -1,
  "multiplicity": 6,
  "homo_lumo_gap_ev": [4.32, 6.66],
  "species": ["C", "C", "C", "C", "C", "Ru", "N", "C", "C", "H", "H", "H", "H", "H", "H", "H", "H", "H", "H", "C", "O", "H", "H", "H"],
  "coordinates": [[-0.865, 1.308, -2.035], [0.515, 0.935, -2.181], [1.269, 1.573, -1.118], [0.349, 2.373, -0.343], [-0.966, 2.216, -0.913], [-0.193, 0.212, -0.193], [-1.189, -1.601, 0.470], [-0.380, -2.661, 0.156], [0.676, -1.682, -0.570], [2.331, 1.458, -0.937], [0.924, 0.263, -2.926], [0.603, 2.979, 0.517], [-1.879, 2.672, -0.542], [-1.686, 0.970, -2.658], [0.697, -1.899, -1.646], [-0.797, -3.356, -0.592], [-1.983, -1.719, 1.086], [1.671, -1.775, -0.128], [0.099, -3.172, 1.011], [0.114, 0.173, 2.760], [0.711, 0.262, 1.490], [0.844, -0.354, 3.388], [-0.845, -0.364, 2.750], [-0.021, 1.189, 3.155]],
  "forces_ev_per_a": [[0.548, 1.237, -0.276], [0.651, 1.597, -0.781], [-0.616, 1.492, -1.198], [0.674, 1.286, -1.659], [0.758, 0.061, -0.859], [-4.414, -4.819, 2.771], [-3.192, 2.627, 1.054], [2.739, 0.960, -1.658], [1.140, -3.809, -1.107], [-0.236, -0.006, 0.026], [-0.117, 0.096, 0.179], [-0.066, -0.207, -0.082], [0.172, -0.141, -0.038], [0.151, 0.043, 0.139], [0.305, -0.139, -0.038], [0.080, -0.454, 0.294], [-0.357, -0.465, 0.193], [0.179, 0.120, -0.161], [-0.180, -0.277, -0.147], [1.107, 0.060, -0.795], [1.116, 0.850, 3.372], [-0.317, -0.069, 0.490], [0.080, -0.024, -0.010], [-0.205, -0.021, 0.289]],
  "lowdin_charge": [-0.2480, -0.2690, -0.2424, -0.2513, -0.2263, 1.3365, -0.2507, -0.4629, -0.3011, 0.0925, 0.0799, 0.0842, 0.0793, 0.0795, -0.0091, 0.0590, -0.0157, 0.0017, 0.0720, -0.2618, -0.4921, 0.0546, 0.0421, 0.0494]
}


2.
{
  "formula": "C8H13NSi",
  "method": "ωB97M-V/def2-TZVPD",
  "homo_ha": -0.325,
  "smiles": "C[Si](C)(N)c1ccccc1",
  "homo_lumo_gap_ev": 9.64,
  "species": ["C", "C", "C", "C", "C", "C", "C", "C", "N", "Si", "H", "H", "H", "H", "H", "H", "H", "H", "H", "H", "H", "H", "H"],
  "coordinates": [[-0.806, -2.901, -1.980], [-1.845, -2.059, -1.411], [0.523, -2.453, -1.770], [-1.579, -0.939, -0.700], [0.769, -1.359, -1.036], [-0.243, -0.566, -0.418], [1.258, -0.045, 2.230], [-1.016, 2.137, 0.829], [1.673, 1.424, -0.428], [0.386, 0.777, 0.686], [-0.878, -3.761, -2.621], [-2.890, -2.330, -1.627], [1.324, -3.038, -2.170], [-2.334, -0.293, -0.338], [1.756, -1.101, -0.792], [1.566, 0.742, 2.997], [0.447, -0.614, 2.787], [1.990, -0.725, 1.781], [-0.829, 2.831, -0.031], [-1.990, 1.683, 0.712], [-1.050, 2.677, 1.688], [2.258, 0.799, -0.931], [2.090, 2.257, -0.343]],
  "forces_ev_per_a": [[0.542, 2.732, 1.282], [-0.071, -3.107, -2.427], [-1.976, -1.942, -1.015], [2.299, 0.971, 0.851], [-1.293, 1.864, 2.024], [-0.058, -1.616, -1.016], [-2.483, 1.204, 0.616], [1.528, -1.677, -2.800], [-3.134, -3.215, 0.979], [1.121, 1.242, -0.861], [-0.900, -0.228, 0.074], [0.485, 0.116, 0.179], [0.423, -0.184, -0.234], [-0.986, 0.240, 0.307], [1.393, 0.158, 0.016], [0.346, -1.158, -1.276], [1.018, 0.241, -0.723], [0.158, 0.315, 0.636], [-0.246, -0.610, 0.663], [-0.253, -0.231, -0.202], [0.128, 1.629, 2.612], [0.236, -0.453, -0.287], [1.721, 3.709, 0.603]],
  "lowdin_charge": [-0.0370, -0.0889, -0.1058, -0.1092, -0.1318, -0.2313, -0.1887, -0.1446, -0.0419, 0.5908, 0.0884, 0.1027, 0.0968, 0.0768, 0.0665, 0.0375, 0.0328, 0.0130, 0.0475, 0.0054, -0.0333, -0.0017, -0.0442]
}


3.
{
  "formula": "C8H13OS",
  "method": "ωB97M-V/def2-TZVPD",
  "homo_ha": -0.521,
  "charge": 1,
  "homo_lumo_gap_ev": 9.56,
  "species": ["C", "C", "C", "C", "C", "C", "C", "C", "O", "S", "H", "H", "H", "H", "H", "H", "H", "H", "H", "H", "H", "H", "H"],
  "coordinates": [[-0.768, 1.247, -1.184], [-0.267, 0.416, -0.279], [1.217, 0.233, -1.898], [2.994, -0.767, -3.046], [0.068, -1.207, 1.657], [-2.246, -0.198, 1.006], [-0.550, 1.249, 1.975], [-0.702, 0.014, 1.131], [0.940, -0.165, -0.741], [0.263, 1.315, -2.592], [-1.739, 1.594, -1.298], [3.010, -0.113, -3.957], [2.621, -1.846, -3.078], [3.880, -0.606, -2.435], [0.133, -1.950, 0.885], [1.097, -1.056, 2.023], [-0.493, -1.726, 2.406], [-2.406, -0.922, 0.222], [-2.962, 0.486, 0.794], [-2.724, -0.737, 1.752], [-1.006, 1.088, 2.950], [-0.893, 2.173, 1.619], [0.533, 1.477, 2.087]],
  "forces_ev_per_a": [[0.840, -0.516, -0.859], [0.524, -0.886, 1.075], [5.393, -2.444, -3.026], [-2.115, 0.563, 0.596], [0.009, -0.015, -0.404], [2.216, -3.554, -1.239], [2.489, -0.233, 1.675], [-1.590, 1.246, -1.000], [-0.978, -0.043, 1.701], [-1.369, 0.980, -0.442], [-1.457, 1.012, 0.416], [-0.434, -0.973, 0.877], [0.348, 1.883, -0.130], [-0.454, 0.056, 0.320], [0.127, -0.371, -0.643], [-0.548, 0.474, -0.172], [-0.387, 0.108, 0.806], [0.098, -0.401, -0.768], [-1.197, 3.448, -0.716], [-0.095, -0.898, 2.413], [0.211, -0.043, 0.130], [-1.201, 0.947, -1.069], [-0.429, -0.342, 0.457]],
  "lowdin_charge": [-0.2377, -0.2202, -0.4809, 0.2030, -0.0075, -0.0198, -0.0419, -0.4787, 0.0418, 1.1980, 0.0864, 0.0531, 0.0748, 0.0353, 0.0806, 0.1070, 0.0885, 0.0953, 0.0590, 0.0740, 0.1072, 0.0731, 0.1096]
}


4.
{
  "formula": "C8H14",
  "method": "ωB97M-V/def2-TZVPD",
  "homo_ha": -0.333,
  "smiles": "C=C(CC)/C(C)=C\\C",
  "homo_lumo_gap_ev": 10.13,
  "species": ["C", "C", "C", "C", "C", "C", "C", "C", "H", "H", "H", "H", "H", "H", "H", "H", "H", "H", "H", "H", "H", "H"],
  "coordinates": [[-0.616, -0.776, -2.311], [-0.874, 0.435, -1.358], [0.231, 0.714, -0.394], [1.426, 1.145, -0.807], [0.128, -0.745, 1.705], [0.015, 0.378, 1.035], [-0.379, 1.677, 1.759], [0.537, -2.056, 1.028], [-0.342, -1.628, -1.695], [0.203, -0.493, -2.971], [-1.521, -0.931, -2.881], [-1.828, 0.283, -0.828], [-1.137, 1.292, -1.996], [1.683, 1.615, -1.748], [2.213, 1.210, -0.034], [-0.172, -1.019, 2.717], [0.462, 2.123, 2.307], [-0.873, 2.392, 1.095], [-1.034, 1.447, 2.632], [-0.358, -2.355, 0.477], [0.785, -2.755, 1.831], [1.452, -1.954, 0.437]],
  "forces_ev_per_a": [[0.186, 1.232, 1.082], [-1.531, 0.074, -0.674], [1.314, -1.108, -0.989], [0.471, 0.554, 1.482], [0.420, -2.365, -0.865], [-0.537, 2.441, 1.141], [-0.621, -0.730, 1.471], [0.092, 0.723, 0.703], [-0.038, -0.249, -0.352], [0.040, -0.302, -0.070], [-0.117, -0.379, -0.216], [0.338, -0.254, 0.125], [0.531, 0.078, 0.120], [-0.322, -0.421, -0.291], [-0.313, 0.029, -0.537], [-0.036, 1.367, 0.103], [0.206, 0.168, -0.810], [0.204, -0.043, 0.250], [-0.065, 0.058, -0.763], [0.515, -0.603, -0.226], [-0.272, -0.267, -0.319], [-0.464, -0.002, -0.365]],
  "lowdin_charge": [-0.0751, -0.2152, -0.3255, 0.0633, -0.1157, -0.2946, -0.0523, -0.0934, 0.0531, 0.0701, 0.0644, 0.1122, 0.1108, 0.0650, 0.0784, 0.1080, 0.0797, 0.0783, 0.0802, 0.0700, 0.0625, 0.0759]
}


5.
{
  "formula": "C8H14BiN2P",
  "method": "ωB97M-V/def2-TZVPD",
  "homo_ha": -0.193,
  "homo_lumo_gap_ev": 5.41,
  "species": ["C", "C", "C", "C", "C", "Bi", "P", "H", "H", "H", "H", "H", "H", "H", "H", "C", "N", "C", "C", "N", "H", "H", "H", "H", "H", "H"],
  "coordinates": [[-0.056, 3.470, -0.289], [-0.981, 4.267, -0.924], [-2.284, 3.896, -1.321], [-2.906, 2.663, -1.030], [-2.328, 1.570, -0.418], [-0.220, 1.354, -0.943], [1.777, 1.171, 1.182], [0.873, 3.880, 0.128], [-0.694, 5.311, -1.151], [-2.889, 4.659, -1.829], [-2.908, 0.737, -0.020], [-3.962, 2.586, -1.293], [1.633, 0.585, 2.475], [2.497, 2.336, 1.573], [2.916, 0.413, 0.771], [-0.031, -4.280, -0.389], [0.837, -3.244, 0.220], [2.043, -3.644, 0.994], [0.435, -2.011, 0.181], [0.002, -0.912, 0.176], [0.413, -5.263, -0.180], [-0.095, -4.107, -1.487], [-1.051, -4.215, 0.051], [2.933, -3.181, 0.541], [1.936, -3.311, 2.037], [2.110, -4.732, 0.947]],
  "forces_ev_per_a": [[0.696, -0.649, -0.984], [-0.332, 0.415, 0.188], [-0.450, 0.166, -0.750], [0.278, 0.909, 0.385], [0.587, -1.066, -0.672], [-0.941, 1.959, 0.318], [0.831, 0.001, 0.655], [-0.288, 0.029, -0.418], [-0.311, -0.316, 0.529], [0.294, -0.402, 0.214], [0.009, 0.099, -0.486], [-0.048, 0.169, 0.399], [0.131, 0.164, -0.289], [-0.126, -0.318, 0.020], [-0.183, 0.127, 0.231], [-0.354, 0.476, -0.214], [0.525, -1.572, -0.010], [-0.395, 0.723, -0.239], [-1.250, 2.808, 0.294], [0.883, -3.404, 0.558], [-0.248, 0.386, -0.150], [0.010, -0.278, 0.737], [0.666, -0.179, -0.324], [-0.225, -0.285, 0.251], [0.140, -0.204, -0.308], [0.101, 0.246, 0.064]],
  "lowdin_charge": [-0.4264, -0.3329, -0.2496, -0.3275, -0.3902, 1.3011, 0.6062, -0.0219, 0.0898, 0.0743, -0.0079, 0.0853, -0.1261, -0.1232, -0.1368, -0.0238, -0.1976, -0.0149, -0.2851, -0.0459, 0.0836, 0.1000, 0.1014, 0.0927, 0.0943, 0.0811]
}


Let's list relative energy (zero: lowest compared OMol25 entry of this formula, charge and spin) in order: 0.0; 20.6; 255.1; 171.9; 0.0 kJ/mol.
Let's list largest force on an atom in order: 7.10; 4.60; 6.65; 2.75; 3.56 eV/A.